The following is a DFT calculation (the ωB97M-V functional and the def2-TZVPD basis) of a structure of composition C32H40IrN5OS6 at a distorted geometry.

Geometry as ORCA input:
```
! wB97M-V def2-TZVPD RIJCOSX def2/J DEFGRID3
* xyz 0 1
Ir -0.60 -0.01 0.77
C -3.19 -2.10 5.52
C -4.31 -2.06 4.47
S -3.85 -1.62 2.79
C -2.96 -3.08 2.22
C -1.51 -3.26 2.68
S -0.34 -1.91 2.35
C 0.40 -1.58 3.98
C -0.41 -1.74 5.26
S -1.94 -0.79 5.40
H -2.67 -3.06 5.48
H -3.65 -2.04 6.51
H -5.05 -1.31 4.75
H -4.82 -3.03 4.46
H -2.99 -3.03 1.14
H -3.52 -3.97 2.51
H -1.11 -4.14 2.17
H -1.47 -3.46 3.75
H 0.76 -0.55 3.88
H 1.28 -2.22 4.06
H 0.25 -1.41 6.07
H -0.63 -2.79 5.47
C 1.93 -1.48 -1.56
C 1.48 -0.57 -2.70
C 0.14 -1.01 -3.29
C 1.50 0.91 -2.36
C 2.46 1.70 -2.98
C 2.49 3.07 -2.84
C 1.50 3.69 -2.09
C 0.53 2.96 -1.42
C -0.59 3.75 -0.74
C -1.95 3.40 -1.34
C -0.62 3.67 0.78
C 0.57 1.55 -1.50
N -0.36 0.80 -0.81
H 1.94 -2.52 -1.89
H 1.25 -1.40 -0.70
H 2.93 -1.23 -1.23
H 2.22 -0.68 -3.50
H -0.65 -0.95 -2.54
H 0.20 -2.03 -3.65
H -0.16 -0.36 -4.12
H 3.20 1.21 -3.61
H 3.26 3.66 -3.34
H 1.48 4.77 -2.03
H -0.38 4.79 -1.00
H -2.22 2.37 -1.11
H -1.95 3.51 -2.43
H -2.72 4.06 -0.93
H -0.91 2.68 1.13
H -1.34 4.39 1.17
H 0.36 3.90 1.21
S 5.56 -2.76 0.15
C 4.57 -1.47 0.44
S 3.14 -1.60 1.42
C 2.72 0.06 1.07
N 3.58 0.65 0.32
N 4.61 -0.19 -0.02
C 5.58 0.39 -0.90
C 5.16 1.37 -1.79
C 6.07 1.95 -2.65
C 7.40 1.57 -2.63
C 7.82 0.60 -1.73
C 6.92 0.01 -0.86
S 1.32 0.87 1.74
H 4.12 1.67 -1.79
H 5.73 2.71 -3.34
H 8.11 2.02 -3.31
H 8.86 0.30 -1.70
H 7.25 -0.74 -0.15
N -7.21 0.04 -1.96
C -6.15 -0.71 -2.33
O -6.16 -1.45 -3.29
C -4.90 -0.59 -1.48
C -3.89 -1.51 -1.70
C -2.73 -1.43 -0.95
N -2.55 -0.50 -0.01
C -3.52 0.39 0.21
C -4.71 0.38 -0.50
H -8.04 -0.01 -2.53
H -7.21 0.65 -1.17
H -4.01 -2.26 -2.46
H -1.92 -2.12 -1.10
H -3.34 1.12 0.98
H -5.44 1.15 -0.28
*
```

E ... -111180.7681 eV
ΔE to the lowest compared entry with this formula, charge and spin ... 13.1 kcal/mol
HOMO energy (alpha / beta) ... -6.89 / -6.97 eV
HOMO-LUMO gap (alpha / beta) ... 6.23 / 6.22 eV

***

The following is a DFT calculation (the ωB97M-V functional and the def2-TZVPD basis) of a structure of composition C34H27GeIN3PtS4SbSe2 at a distorted geometry.

Geometry as ORCA input:
```
! wB97M-V def2-TZVPD RIJCOSX def2/J DEFGRID3
* xyz -2 1
Pt -0.18 0.90 0.07
S 2.98 4.60 1.32
Sb 1.02 3.84 0.56
S 1.49 1.13 1.75
S 1.10 2.44 -1.27
S -0.90 4.87 1.00
Se -0.08 -3.97 1.04
Se 0.57 -0.26 3.27
C -1.09 -0.67 2.45
C -2.07 -1.50 2.97
C -3.25 -1.64 2.26
C -3.50 -0.93 1.08
C -2.50 -0.09 0.62
N -1.34 -0.04 1.31
C 1.57 -3.07 0.86
C 2.73 -3.55 1.51
C 3.93 -2.90 1.34
C 4.00 -1.78 0.52
C 2.82 -1.35 -0.07
N 1.65 -1.96 0.09
H -1.90 -2.05 3.88
H -4.01 -2.31 2.64
H -4.44 -1.01 0.56
H -2.57 1.87 -0.16
H 2.64 -4.42 2.14
H 4.82 -3.27 1.84
H 4.92 -1.23 0.36
H 2.80 -0.46 -0.69
I 3.34 -1.28 -5.23
C 1.77 -1.64 -3.88
C 1.50 -2.92 -3.45
C 0.49 -3.09 -2.52
C -0.21 -1.97 -2.09
N 0.02 -0.74 -2.55
C 1.02 -0.57 -3.42
H 2.09 -3.76 -3.79
H 0.26 -4.05 -2.08
H -0.96 -2.07 -1.32
H 1.21 0.44 -3.75
C -2.30 0.86 -0.51
Ge -3.30 0.59 -2.14
C -2.97 2.08 -3.37
C -3.77 2.28 -4.49
C -3.55 3.36 -5.34
C -2.53 4.26 -5.06
C -1.73 4.07 -3.94
C -1.95 2.99 -3.10
C -3.09 -1.11 -3.09
C -2.57 -1.13 -4.39
C -2.38 -2.33 -5.06
C -2.71 -3.53 -4.45
C -3.23 -3.53 -3.16
C -3.42 -2.33 -2.49
C -5.24 0.76 -1.74
C -6.15 -0.30 -1.73
C -7.48 -0.11 -1.40
C -7.95 1.16 -1.08
C -7.07 2.23 -1.09
C -5.73 2.03 -1.42
H -4.58 1.59 -4.71
H -4.18 3.50 -6.21
H -2.36 5.11 -5.72
H -0.94 4.77 -3.71
H -1.32 2.86 -2.23
H -2.29 -0.20 -4.86
H -1.96 -2.33 -6.06
H -2.54 -4.47 -4.96
H -3.45 -4.47 -2.66
H -3.77 -2.35 -1.47
H -5.81 -1.30 -2.00
H -8.16 -0.95 -1.40
H -8.99 1.31 -0.81
H -7.42 3.22 -0.84
H -5.06 2.88 -1.43
*
```

E ... -288604.6164 eV
ΔE to the lowest compared entry with this formula, charge and spin ... 32.2 kcal/mol
HOMO energy ... -1.59 eV
HOMO-LUMO gap ... 5.10 eV

***

The following is a DFT calculation (the ωB97M-V functional and the def2-TZVPD basis) of the molecule C3H5NO2 at a distorted geometry.

Geometry as ORCA input:
```
! wB97M-V def2-TZVPD RIJCOSX def2/J DEFGRID3
* xyz 0 1
C -1.27 -0.24 0.22
C -0.28 0.96 -0.02
O -0.61 2.11 0.14
N 1.11 0.70 -0.53
C 1.51 -0.50 0.12
O 1.03 -1.57 -0.14
H -1.67 -0.56 -0.75
H -2.07 0.16 0.84
H -0.96 -1.19 0.69
H 1.02 0.48 -1.53
H 2.19 -0.34 0.97
*
```

SMILES string ... CC(=O)NC=O
E ... -8776.0350 eV
ΔE to the lowest compared entry with this formula, charge and spin ... 38.3 kcal/mol
HOMO energy ... -10.53 eV
HOMO-LUMO gap ... 10.78 eV

***

The following is a DFT calculation (the ωB97M-V functional and the def2-TZVPD basis) of the molecule C3H8O2S at a distorted geometry.

Geometry as ORCA input:
```
! wB97M-V def2-TZVPD RIJCOSX def2/J DEFGRID3
* xyz 0 1
C -0.44 0.66 1.49
C -0.20 0.26 0.03
C -0.85 1.09 -1.00
S 1.60 -0.05 -0.43
O 1.28 -1.59 -1.11
O 1.60 -2.63 -0.22
H -0.65 1.69 1.47
H -1.27 0.13 1.93
H 0.27 0.50 2.22
H -0.52 -0.81 -0.25
H -0.63 2.06 -0.96
H -1.99 1.12 -0.68
H -0.57 0.76 -1.92
H 2.38 -3.20 -0.55
*
```

SMILES string ... CC(C)SOO
E ... -18166.3928 eV
ΔE to the lowest compared entry with this formula, charge and spin ... 111.9 kcal/mol
HOMO energy ... -9.07 eV
HOMO-LUMO gap ... 9.81 eV

***

The following is a DFT calculation (the ωB97M-V functional and the def2-TZVPD basis) of a cluster of 2 separate species, C2H3NO2S in total at a distorted geometry.

Geometry as ORCA input:
```
! wB97M-V def2-TZVPD RIJCOSX def2/J DEFGRID3
* xyz 0 1
C -1.71 0.81 0.39
C -0.66 0.10 0.05
N 2.14 -0.78 -0.34
O 1.76 -1.15 0.74
O 2.97 -1.07 -1.07
S -0.36 -0.23 -1.63
H -1.66 1.37 1.34
H -2.64 1.02 -0.21
H 0.16 -0.08 0.72
*
```

E ... -18537.0603 eV
ΔE to the lowest compared entry with this formula, charge and spin ... 147.4 kcal/mol
HOMO energy (alpha / beta) ... -9.44 / -8.82 eV
HOMO-LUMO gap (alpha / beta) ... 8.21 / 6.68 eV

***

The following is a DFT calculation (the ωB97M-V functional and the def2-TZVPD basis) of a cluster of 8 separate species, C16H49N2O8 in total at a distorted geometry.

Geometry as ORCA input:
```
! wB97M-V def2-TZVPD RIJCOSX def2/J DEFGRID3
* xyz -1 1
C 0.27 0.94 0.36
C 1.41 1.70 -0.28
O 2.49 1.99 0.59
H -0.18 1.47 1.20
H 0.63 -0.03 0.72
H -0.60 0.74 -0.25
H 0.84 2.51 -0.73
H 1.80 1.10 -1.10
C 1.97 -1.89 -1.70
C 2.88 -2.63 -2.67
O 3.20 -1.74 -3.72
H 2.52 -1.12 -1.17
H 1.66 -2.56 -0.90
H 1.08 -1.55 -2.24
H 2.41 -3.59 -2.90
H 3.83 -2.87 -2.20
H 2.43 -1.69 -4.30
C 2.72 -1.27 3.32
C 3.86 -0.97 2.37
O 4.21 0.36 2.23
H 3.21 -1.36 4.29
H 2.33 -2.29 3.25
H 1.86 -0.59 3.31
H 3.53 -1.36 1.40
H 4.71 -1.57 2.67
H 3.56 0.79 1.67
C 1.35 2.31 5.16
C 1.08 2.09 3.71
O 1.21 3.31 2.99
H 1.13 1.39 5.71
H 0.77 3.18 5.46
H 2.42 2.42 5.32
H 0.08 1.75 3.46
H 1.82 1.44 3.25
H 1.46 3.03 2.11
C -1.37 -2.83 1.00
C -1.78 -3.07 -0.49
C -2.33 -4.39 -0.84
O -1.42 -5.44 -0.60
C -0.12 -5.40 -1.11
N -2.75 -2.05 -0.88
H -2.14 -3.10 1.73
H -0.99 -1.81 1.08
H -0.54 -3.40 1.41
H -0.80 -2.91 -0.96
H -2.61 -4.42 -1.89
H -3.25 -4.64 -0.31
H -0.07 -5.09 -2.15
H 0.29 -6.42 -1.10
H 0.52 -4.71 -0.56
H -3.55 -2.13 -0.28
H -2.42 -1.14 -0.59
C -5.12 1.38 -3.32
C -3.88 2.21 -3.12
C -3.71 2.72 -1.74
O -2.46 3.26 -1.46
C -2.32 3.52 -0.06
N -2.76 1.33 -3.36
H -5.32 0.61 -2.58
H -5.03 0.80 -4.24
H -6.08 1.91 -3.29
H -3.86 2.98 -3.89
H -3.94 1.94 -1.00
H -4.38 3.58 -1.74
H -2.35 2.68 0.63
H -3.22 3.94 0.39
H -1.49 4.17 0.21
H -2.05 1.63 -2.70
H -3.09 0.39 -3.24
O 5.22 1.87 -0.43
H 4.35 1.65 -0.11
H 5.34 1.35 -1.22
O 0.87 5.13 0.66
H 0.19 5.72 0.32
H 0.49 4.76 1.45
*
```

E ... -36744.1894 eV
ΔE to the lowest compared entry with this formula, charge and spin ... 0.0 kcal/mol
HOMO energy ... -4.14 eV
HOMO-LUMO gap ... 6.57 eV